# 1
DFT (ωB97M-V with the def2-TZVPD basis set) results for a molecular structure, C38H28F10HfN11O4S3.

The geometry in XYZ format:
```
95
Properties=species:S:1:pos:R:3:forces:R:3:lowdin_charge:R:1
Hf 1.214 0.520 0.545 0.25 0.65 0.94 1.66
C 0.186 -1.015 3.673 -0.12 -0.20 -0.09 -0.06
N 0.874 0.187 3.183 0.37 0.16 -0.35 -0.27
C 0.103 1.356 3.589 -0.27 0.20 -0.04 -0.23
C -1.244 1.333 2.896 0.02 -0.01 -0.12 -0.24
N -1.125 0.759 1.562 1.10 -0.40 -0.29 -0.07
C -2.299 0.451 0.985 -0.57 -0.23 -0.16 -0.22
C -3.626 0.717 1.424 0.33 0.02 0.02 -0.12
F -3.880 1.551 2.457 -0.07 -0.04 0.06 0.07
C -4.738 0.169 0.810 0.01 -0.12 -0.11 -0.15
F -5.946 0.394 1.339 -0.08 0.07 0.00 0.11
C -4.638 -0.608 -0.329 0.00 0.07 0.07 -0.16
F -5.727 -1.164 -0.884 -0.01 0.01 -0.05 0.10
C -3.382 -0.785 -0.878 -0.09 0.04 0.11 -0.17
F -3.223 -1.490 -1.998 0.03 -0.06 -0.12 0.12
C -2.295 -0.254 -0.232 0.04 0.26 0.24 -0.18
F -1.070 -0.412 -0.779 -0.02 -0.07 -0.27 0.02
C 2.223 0.243 3.756 0.28 -0.08 -0.01 -0.23
C 3.144 -0.715 3.042 -0.03 0.13 -0.07 -0.23
N 3.132 -0.424 1.612 -1.28 0.41 -0.13 -0.11
C 3.975 -1.155 0.851 0.72 -0.26 -0.29 -0.22
C 4.807 -2.247 1.195 -0.20 0.27 0.10 -0.14
F 4.887 -2.710 2.459 -0.03 -0.06 0.02 0.08
C 5.571 -2.918 0.261 0.10 0.07 -0.21 -0.16
F 6.324 -3.950 0.659 0.00 -0.11 0.03 0.11
C 5.580 -2.562 -1.075 -0.07 0.01 0.15 -0.15
F 6.300 -3.250 -1.972 0.04 -0.04 -0.04 0.10
C 4.825 -1.468 -1.454 0.06 0.02 0.03 -0.15
F 4.812 -1.060 -2.728 0.01 0.04 -0.07 0.11
C 4.110 -0.793 -0.499 -0.13 -0.02 0.29 -0.16
F 3.428 0.332 -0.844 -0.08 -0.20 -0.12 -0.05
H 0.141 -1.003 4.770 -0.01 0.12 0.00 0.10
H -0.828 -1.052 3.280 0.04 0.01 -0.02 0.08
H 0.699 -1.906 3.344 0.04 0.00 0.07 0.05
H -0.049 1.365 4.678 0.07 -0.04 0.02 0.13
H 0.654 2.252 3.315 0.06 -0.03 0.03 0.05
H -1.947 0.741 3.491 -0.04 0.07 0.01 0.11
H -1.631 2.356 2.867 -0.06 0.00 0.07 0.10
H 2.608 1.255 3.644 -0.08 0.03 0.08 0.05
H 2.197 0.000 4.827 -0.06 0.05 0.02 0.13
H 4.148 -0.580 3.456 0.01 -0.02 0.01 0.13
H 2.837 -1.743 3.230 0.06 -0.04 0.10 0.09
N -3.879 -5.697 -0.385 -0.05 -0.06 0.05 0.10
C -2.646 -5.083 -0.244 0.19 0.04 0.07 -0.32
C -1.489 -5.684 -0.753 -0.16 -0.05 -0.01 -0.03
C -0.250 -5.108 -0.549 0.08 0.09 -0.01 -0.06
C -0.160 -3.930 0.170 0.21 0.10 0.00 -0.30
C -1.294 -3.320 0.683 0.01 0.00 0.00 -0.05
C -2.535 -3.886 0.471 -0.03 -0.04 -0.03 -0.02
S 1.395 -3.150 0.483 -0.14 0.02 0.55 0.65
O 2.469 -3.864 -0.142 -0.20 -0.02 -0.21 -0.26
O 1.476 -2.988 1.911 0.02 0.02 -0.15 -0.31
N 1.185 -1.624 -0.141 0.28 -0.59 -0.19 -0.21
C 1.113 -1.605 -1.507 -0.19 -0.28 -0.92 -0.50
N 1.006 -2.727 -2.225 0.08 0.06 0.09 0.15
C 0.984 -2.602 -3.543 -0.03 0.02 0.10 -0.10
C 1.038 -1.376 -4.181 -0.05 0.01 -0.01 -0.04
C 1.075 -0.268 -3.356 0.04 0.36 0.02 -0.12
N 1.117 -0.370 -2.036 0.03 -0.38 0.70 -0.01
H -3.967 -6.369 -1.127 -0.02 0.04 -0.05 0.09
H -4.687 -5.111 -0.261 -0.02 0.02 -0.07 0.09
H -1.581 -6.602 -1.322 0.05 -0.02 0.03 0.11
H 0.657 -5.544 -0.947 -0.04 -0.02 -0.05 0.12
H -1.191 -2.396 1.241 -0.09 0.01 0.00 0.10
H -3.430 -3.405 0.850 0.02 0.01 0.04 0.11
H 0.904 -3.531 -4.099 0.01 0.03 -0.04 0.11
H 1.026 -1.279 -5.256 -0.01 0.00 0.00 0.10
H 1.077 0.739 -3.759 0.01 -0.02 0.00 0.09
S 2.446 2.603 1.582 -0.06 -0.14 -0.37 0.66
C 2.212 3.978 0.534 -0.18 -0.42 -0.30 -0.73
C 2.332 5.246 1.162 0.06 0.46 0.16 -0.30
N 2.396 6.254 1.717 0.01 -0.06 -0.05 0.15
C 1.907 3.872 -0.785 0.04 -0.28 0.39 -0.72
S 1.636 2.349 -1.564 0.01 -0.28 0.52 0.70
C 1.751 5.037 -1.585 0.02 0.39 -0.27 -0.28
N 1.619 5.957 -2.266 -0.08 -0.06 0.04 0.16
O -0.442 3.202 -4.221 0.26 -0.18 0.02 -0.06
C -1.493 4.074 -3.929 -0.21 -0.02 0.19 -0.25
N -2.748 3.385 -3.673 0.11 0.13 -0.20 0.11
C -3.286 3.030 -2.479 -0.10 -0.02 0.10 -0.45
O -4.319 2.387 -2.393 0.05 0.10 0.00 0.07
C -2.527 3.459 -1.257 0.03 -0.18 0.08 -0.13
C -2.927 4.505 -0.438 -0.02 -0.04 -0.05 0.00
C -2.160 4.791 0.677 -0.13 0.00 0.04 -0.03
C -1.049 4.005 0.949 0.13 -0.03 0.06 -0.13
N -0.682 2.970 0.199 -0.26 0.38 -0.33 0.02
C -1.412 2.722 -0.889 -0.05 0.23 0.13 -0.14
H 0.078 3.001 -3.422 -0.08 0.11 -0.01 -0.01
H -1.650 4.697 -4.811 0.05 0.00 0.02 0.13
H -1.269 4.721 -3.080 0.03 -0.02 -0.02 0.12
H -3.221 3.000 -4.477 -0.07 -0.06 0.05 0.15
H -3.817 5.076 -0.671 0.02 0.03 -0.02 0.12
H -2.424 5.606 1.336 0.06 0.02 0.00 0.11
H -0.412 4.230 1.798 -0.01 -0.03 0.03 0.11
H -1.084 1.904 -1.517 0.03 -0.07 -0.02 0.09
```
Positions in Å, forces in eV/Å.

Output
net charge = -1
LUMO = 0.077 Ha
calculated total energy = -125432.37888 eV

=====

# 2
DFT (ωB97M-V with the def2-TZVPD basis set) results for a molecular structure, C38H29B2InN7O24.

The geometry in XYZ format:
```
101
Properties=species:S:1:pos:R:3:forces:R:3:lowdin_charge:R:1
In 4.498 2.871 0.272 -0.28 -0.76 -0.15 0.99
O -3.046 4.290 -1.551 3.25 -1.84 -7.32 0.26
C -2.463 3.344 -1.115 3.53 -5.05 2.21 -0.19
O -1.495 2.644 -1.601 -2.49 1.83 -1.37 0.36
B -1.007 1.682 -0.611 1.87 -2.26 1.03 -0.84
O -1.971 1.775 0.530 -0.21 0.76 -1.24 0.27
C -2.729 2.834 0.328 0.04 -1.87 0.87 -0.31
O -3.485 3.348 1.087 -1.38 -2.00 -1.52 0.20
O 0.352 2.042 -0.222 -1.37 0.04 -0.22 0.21
C 1.185 1.064 -0.477 0.29 -0.13 0.43 -0.36
O 2.304 1.051 -0.072 0.78 -0.47 -0.34 0.02
C 0.405 -0.038 -1.240 0.45 0.23 0.37 -0.37
O -0.865 0.314 -1.148 -1.40 0.80 -0.21 0.23
O 0.834 -1.020 -1.755 0.17 -0.20 -0.08 0.17
O 1.762 3.780 1.035 0.29 0.30 0.19 0.04
C 0.849 4.539 0.947 0.90 0.23 0.23 -0.34
O -0.202 4.396 0.154 -0.94 0.19 -1.06 0.23
B -1.057 5.560 0.214 1.69 1.27 2.59 -0.84
O -0.463 6.406 1.280 -1.36 -0.27 -1.30 0.26
C 0.680 5.886 1.668 0.65 0.67 1.26 -0.38
O 1.413 6.398 2.461 0.09 -0.66 -0.38 0.20
O -1.175 6.365 -1.015 -1.62 -0.70 -0.61 0.35
C -2.412 6.328 -1.469 2.92 3.28 -1.06 -0.29
O -2.899 6.819 -2.405 -0.59 -0.18 -0.01 0.37
C -3.227 5.370 -0.471 2.88 0.33 2.65 -0.49
O -2.433 5.142 0.549 -0.13 3.01 -0.57 0.24
O -4.353 5.068 -0.617 -8.63 2.33 3.26 0.41
C -3.200 0.862 -3.764 -0.82 -0.39 -0.56 -0.07
C -3.993 2.080 -3.919 0.52 -0.13 0.23 -0.26
N -4.598 3.047 -4.029 -0.12 0.29 0.13 0.15
H -2.157 1.037 -3.529 -0.01 0.07 0.01 0.07
H -3.284 0.312 -4.703 0.30 -0.01 0.02 0.10
H -3.676 0.213 -3.030 0.19 0.07 0.18 0.08
C 3.572 -2.316 0.440 0.37 0.41 -0.45 -0.04
C 4.427 -1.136 0.501 -0.08 -0.13 0.07 -0.25
N 5.105 -0.215 0.558 0.06 0.52 0.02 0.12
H 4.142 -3.119 -0.027 -0.02 -0.17 0.29 0.09
H 2.742 -2.096 -0.232 -0.11 0.12 0.21 0.05
H 3.225 -2.552 1.442 -0.04 -0.21 -0.08 0.08
C 3.207 -0.239 -4.422 -1.09 0.46 0.13 -0.04
C 3.747 0.575 -3.331 0.11 -0.40 -0.63 -0.24
N 4.171 1.211 -2.480 0.04 0.40 0.41 0.13
H 2.982 -1.243 -4.076 0.44 -0.21 -0.10 0.06
H 3.766 -0.194 -5.352 0.44 -0.19 0.27 0.09
H 2.222 0.166 -4.678 0.05 0.10 0.08 0.09
C 2.541 -5.829 -1.383 -0.23 0.68 0.44 -0.07
C 2.141 -4.539 -1.732 0.47 -0.56 -0.73 -0.08
C 2.216 -4.167 -3.070 -0.97 0.07 -0.03 -0.01
C 2.626 -5.084 -4.025 0.36 0.04 0.66 -0.14
C 3.066 -6.356 -3.678 -0.56 0.34 -0.07 0.01
C 3.005 -6.714 -2.340 0.67 -0.15 -0.06 -0.06
N 2.712 -4.657 -5.424 0.03 -0.34 -0.49 -0.36
O 2.154 -3.641 -5.772 -0.22 0.50 0.33 0.08
O 3.347 -5.365 -6.174 0.16 -0.25 -0.05 0.09
H 2.476 -6.088 -0.333 0.21 -0.31 -0.06 0.11
H 1.831 -3.821 -0.990 -0.25 -0.07 0.02 0.07
H 1.774 -3.229 -3.383 0.34 0.12 -0.09 0.10
H 3.363 -7.056 -4.444 0.24 0.08 0.02 0.12
H 3.472 -7.648 -2.055 -0.43 -0.18 0.12 0.11
C -2.622 5.066 4.321 -0.14 0.03 -0.73 -0.02
C -2.627 4.065 3.335 0.58 0.74 1.04 0.00
C -1.454 3.322 3.114 -1.37 -0.34 -0.99 0.02
C -0.371 3.540 3.882 0.89 1.35 1.56 -0.12
C -0.347 4.580 4.850 0.45 -0.76 -0.60 0.05
C -1.466 5.375 5.031 -0.23 -0.78 0.20 -0.03
N 0.823 2.697 3.694 0.15 0.82 0.36 -0.32
O 0.684 1.638 3.130 -0.01 0.25 -0.24 0.04
O 1.871 3.127 4.111 0.19 0.04 0.15 0.12
H -3.548 5.612 4.450 0.13 0.14 0.25 0.12
H -3.509 3.894 2.735 0.25 0.06 1.04 0.10
H -1.401 2.588 2.320 0.00 -0.11 0.51 0.11
H 0.538 4.739 5.453 0.05 -0.06 -0.14 0.13
H -1.436 6.111 5.820 -0.16 0.21 -0.16 0.12
C -2.517 -3.745 1.037 0.67 -1.06 0.04 -0.07
C -3.001 -2.575 0.471 -0.37 -0.37 1.11 -0.07
C -2.734 -2.243 -0.833 0.55 -0.04 -0.38 -0.01
C -2.003 -3.156 -1.595 -0.42 0.10 0.82 -0.14
C -1.524 -4.340 -1.046 0.72 0.12 0.11 0.00
C -1.710 -4.619 0.306 -0.52 0.85 -0.86 -0.07
N -1.704 -2.873 -2.992 0.23 -0.19 -0.50 -0.34
O -1.986 -1.785 -3.451 -0.24 0.42 0.26 0.06
O -1.182 -3.753 -3.638 0.18 -0.21 -0.05 0.10
H -2.695 -4.039 2.065 -0.22 0.48 0.08 0.12
H -3.589 -1.941 1.123 0.00 0.24 -0.24 0.11
H -2.998 -1.257 -1.183 -0.13 -0.20 -0.40 0.10
H -0.880 -4.966 -1.649 -0.18 -0.08 -0.11 0.11
H -1.199 -5.466 0.740 -0.30 -0.14 0.13 0.11
C 0.376 -1.983 1.645 -0.01 -0.43 -0.34 -0.07
C 0.270 -0.831 2.432 -1.21 -0.79 -1.10 -0.06
C 0.209 -0.960 3.784 1.60 -0.60 2.26 0.01
C 0.477 -2.214 4.365 -0.82 0.37 -1.54 -0.13
C 0.538 -3.340 3.575 1.60 -1.43 -0.56 0.01
C 0.619 -3.262 2.175 -1.16 2.20 0.73 -0.06
N 0.662 -2.359 5.805 -0.51 0.24 0.30 -0.36
O 0.477 -1.365 6.478 0.10 0.07 0.11 0.09
O 0.970 -3.447 6.238 0.10 -0.07 -0.02 0.09
H 0.156 -1.919 0.583 0.48 0.11 -0.07 0.09
H 0.058 0.137 1.996 0.10 -0.40 -0.16 0.08
H 0.198 -0.133 4.484 -0.32 0.07 -0.32 0.11
H 0.719 -4.298 4.047 -0.11 0.05 0.15 0.12
H 0.733 -4.072 1.473 -0.04 -0.39 0.40 0.09
```
Positions in Å, forces in eV/Å.

Output
net charge = +1
LUMO = -0.346 Ha
calculated total energy = -105954.34965 eV

=====

Question: What is the net charge in the second record?
Answer: +1

=====

Question: Among the records above, which one has the highest calculated total energy?
Answer: C38H29B2InN7O24